The following is a DFT calculation (ωB97M-V/def2-TZVPD) of a cluster of 2 separate species, C4H4ClF3 in total in a non-equilibrium geometry.

The calculation puts the HOMO-LUMO gap at 10.6 eV. As for the structure (SMILES): F/C=C/Cl.C=C(F)F. As for the highest occupied orbital energy: -9.66 eV. Its net charge is 0. The LUMO energy comes out at 0.93 eV. For the strongest force on any atom, the calculation gives 2.2 eV/Å. The energy above the lowest of the compared OMol25 structures with the same formula, charge and spin is 175.1 kJ/mol.

Last column: Mulliken charge in e.
Geometry (Å):
1 C -2.8904 -0.9347 -0.6132  -0.029
2 Cl -1.8536 1.3576 0.1661  -0.168
3 H 3.7528 0.8527 1.4314  0.263
4 H 3.5796 -0.8530 0.9595  0.262
5 H -1.7646 -0.0069 -1.9533  0.387
6 H -3.5339 -1.1175 0.2802  0.306
7 C 1.9552 0.6141 0.5694  0.547
8 C 3.1621 0.1781 0.8834  -0.704
9 F 0.9503 -0.0192 -0.0524  -0.170
10 F 1.7076 1.9021 0.6901  -0.196
11 C -2.1108 0.0559 -0.9633  -0.267
12 F -2.9543 -2.0291 -1.3980  -0.231